Molecular formula: C53H107BrN8O7
Method: DFT, ωB97M-V/def2-TZVPD

```
176
Properties=species:S:1:pos:R:3:forces:R:3:lowdin_charge:R:1
C 2.521534 -1.124147 -2.377001 -0.2392 0.6379 -0.3891 -0.14
C 1.276460 -1.091975 -3.272717 0.6631 -0.7864 0.0694 -0.71
Br 1.323377 -2.720578 -4.376692 -0.3200 0.1983 -0.1109 0.74
C 1.242774 0.096955 -4.211642 0.2678 -0.5130 -0.1454 -0.23
C 1.448681 1.419206 -3.521466 -0.6840 0.9388 -0.2615 -0.31
C 0.142395 2.166822 -3.303881 0.0978 -0.2315 -0.0002 -0.12
C 0.371137 3.471359 -2.574146 -0.2098 0.2129 0.0682 -0.09
N 1.696251 4.123221 -2.869522 -1.6707 -0.4115 1.8819 0.16
C 2.607829 3.396812 -3.439826 1.0893 -0.3773 -1.5021 -0.38
N 3.874060 3.621913 -3.254877 1.1788 0.5558 0.3077 0.18
C 4.390992 4.675281 -2.403279 0.9909 -0.0747 0.2074 -0.16
O 4.263757 4.362624 -1.049858 -1.2913 0.2643 0.2322 -0.13
O 5.073456 3.251762 -0.784766 0.9235 -0.4199 0.0629 0.01
N 2.316108 2.359127 -4.320688 -0.5576 -0.4357 0.2045 0.13
H 2.270802 -0.894375 -1.351125 -0.0309 -0.0644 0.3675 0.08
H 3.039377 -2.063070 -2.439728 0.0898 -0.3758 0.2048 0.05
H 3.206066 -0.356115 -2.727997 0.3417 0.0197 -0.0098 0.07
H 0.376669 -1.192455 -2.687849 -0.3325 0.0209 0.1280 0.08
H 2.020500 -0.065785 -4.947157 0.3293 0.1176 -0.1364 0.11
H 0.311505 0.076526 -4.760683 -0.3332 0.1738 -0.1827 0.12
H 1.927587 1.333719 -2.549704 0.2626 -0.3886 0.1175 0.14
H -0.347460 2.339328 -4.256932 -0.0583 -0.0833 -0.2708 0.13
H -0.505735 1.527572 -2.715349 -0.3679 0.0743 0.1704 0.14
H 0.358236 3.263318 -1.512253 0.1923 0.0900 0.3579 0.13
H -0.419142 4.185866 -2.750092 -0.1118 0.2130 -0.2040 0.13
H 2.016169 4.541905 -2.001555 0.1038 0.6165 -0.2915 0.15
H 4.542074 3.034924 -3.730296 -0.1748 -0.0970 -0.2694 0.18
H 5.445958 4.810226 -2.606095 0.1897 -0.0071 -0.4393 0.13
H 3.886080 5.617979 -2.561690 -0.3001 0.1999 -0.0169 0.15
H 4.531668 2.471654 -0.973379 -0.2663 0.0836 0.1067 0.11
H 1.688166 2.748127 -5.023914 0.2780 -0.1084 -0.3757 0.15
C -0.818238 -4.964950 0.376600 -0.1732 -0.0976 0.1428 -0.03
C -0.186946 -5.511662 -0.928743 -0.4310 1.3481 1.1970 -0.48
C -1.143964 -5.283826 -2.100530 -0.2101 -0.3667 -0.3877 -0.14
C -2.347559 -6.224153 -2.094342 0.0357 -0.0018 0.1057 -0.17
C -1.898417 -7.680448 -1.986471 0.0211 0.4357 -0.4259 -0.13
C -0.965846 -7.932273 -0.802044 -1.0454 -0.8115 1.2782 -0.49
N 0.159672 -6.952565 -0.772670 -0.3259 0.0017 -1.9876 -0.09
O 1.033507 -7.277566 -1.658395 0.7607 -0.2346 0.2193 -0.01
C -1.772419 -7.876659 0.510364 -0.0883 0.3016 0.0853 -0.04
C -0.431428 -9.359705 -0.872687 0.4984 -0.0235 -0.2674 -0.04
C 1.072633 -4.681833 -1.151163 0.5103 -0.2687 -0.2372 -0.06
H -0.526475 -3.928294 0.547929 0.0551 0.0158 -0.1576 0.08
H -1.908043 -4.974978 0.359751 0.0106 -0.0985 0.0145 0.06
H -0.482905 -5.528289 1.247175 0.0056 -0.0385 -0.0283 0.09
H -0.603371 -5.415234 -3.043899 0.1202 -0.0583 0.0761 0.12
H -1.487718 -4.245298 -2.087460 0.0895 0.0386 0.1118 0.11
H -3.030874 -5.972865 -1.278700 -0.0180 -0.0065 -0.0178 0.09
H -2.917077 -6.087968 -3.015674 -0.0441 0.0176 0.0347 0.12
H -2.773732 -8.327206 -1.902976 0.0504 -0.0694 0.1291 0.13
H -1.397068 -7.963020 -2.917920 0.1494 -0.0068 0.0835 0.13
H -1.112158 -7.951064 1.376078 0.0376 0.0090 -0.0209 0.09
H -2.468858 -8.713835 0.554667 0.0610 -0.0651 -0.1171 0.09
H -2.377258 -6.979000 0.617507 0.0635 0.0100 -0.0025 0.05
H 0.069427 -9.568101 -1.816312 0.0722 0.1002 0.0341 0.08
H -1.256274 -10.065153 -0.780633 -0.1059 0.1047 0.0491 0.09
H 0.271997 -9.555148 -0.061635 0.0095 0.0278 -0.0087 0.09
H 1.789717 -4.826415 -0.340096 -0.0236 -0.0369 0.0057 0.10
H 0.812978 -3.622310 -1.186890 -0.1857 -0.0199 0.0796 0.06
H 1.565258 -4.917423 -2.092268 0.0077 -0.1504 0.0634 0.06
C 9.357244 10.269338 -3.268020 0.2290 -0.1086 0.0152 -0.03
C 8.029748 9.496158 -3.071567 0.9686 1.5483 -0.1770 -0.48
C 7.736369 9.331969 -1.578186 -0.0752 -0.4660 0.2815 -0.13
C 8.626153 8.300035 -0.887636 -0.0350 0.0050 -0.0932 -0.17
C 8.591229 6.967934 -1.634222 -0.3278 0.3115 0.3233 -0.13
C 8.913120 7.105122 -3.123089 1.6796 -0.5285 -0.2044 -0.49
N 8.091657 8.173777 -3.766394 -1.2771 -0.5260 1.6141 -0.09
O 6.899441 7.734962 -3.959674 -0.4019 -0.1956 -0.7429 -0.03
C 10.416117 7.388622 -3.303591 0.1097 0.2470 0.0813 -0.03
C 8.685822 5.763895 -3.814679 -0.4664 -0.0421 -0.2137 -0.04
C 6.951175 10.379577 -3.691986 -0.4352 -0.3125 -0.2145 -0.05
H 9.176509 11.339789 -3.350746 -0.1559 -0.0164 0.0620 0.08
H 10.052388 10.142574 -2.438865 0.0186 -0.0826 -0.0440 0.07
H 9.860523 9.969218 -4.186581 -0.0228 -0.0389 0.0027 0.09
H 6.690308 9.034728 -1.444459 -0.0083 -0.0279 -0.1317 0.12
H 7.845526 10.299410 -1.084525 0.0089 0.0790 -0.1334 0.13
H 9.652249 8.666976 -0.809534 0.0043 -0.0094 -0.0361 0.11
H 8.279718 8.150666 0.137122 0.0332 0.0150 0.0086 0.11
H 9.294876 6.271693 -1.173813 0.0529 -0.0551 -0.1419 0.13
H 7.595612 6.524345 -1.511816 -0.0316 0.0371 -0.1340 0.11
H 10.650857 7.591396 -4.348957 -0.0385 0.0148 -0.0075 0.09
H 10.999140 6.519865 -2.998214 -0.1172 -0.0822 -0.0001 0.09
H 10.779867 8.219322 -2.705066 -0.0517 0.0391 -0.0493 0.06
H 7.673830 5.386613 -3.664829 -0.0284 0.1140 -0.0509 0.05
H 9.371619 5.020667 -3.410350 0.0873 0.0980 0.0730 0.09
H 8.865820 5.840257 -4.887813 -0.0275 0.0237 0.0012 0.10
H 7.117023 10.509292 -4.762500 0.0085 -0.0221 0.0022 0.10
H 6.975081 11.362732 -3.224482 0.1500 -0.0129 0.0595 0.09
H 5.949055 9.980127 -3.543951 0.0554 -0.1125 -0.0753 0.08
C 5.250081 7.250165 2.706390 -0.0658 0.2008 0.1168 -0.03
C 4.673050 5.818837 2.843924 0.9131 1.3372 -0.8968 -0.48
C 3.281426 5.757860 2.210410 -0.5074 -0.1306 0.1847 -0.14
C 2.199090 6.447099 3.041834 0.0888 -0.0434 0.0458 -0.17
C 2.207070 5.926311 4.479246 -0.1503 -0.1913 -0.5358 -0.13
C 3.583577 6.008789 5.139243 -0.0509 1.4584 1.1130 -0.50
N 4.640917 5.406473 4.275749 -1.5787 -1.1146 -0.6549 -0.09
O 4.569368 4.124713 4.345949 0.5894 -0.4513 0.3198 -0.01
C 3.915473 7.478085 5.463784 0.0536 0.1844 -0.2509 -0.03
C 3.535890 5.310401 6.495058 0.1416 -0.5399 -0.0410 -0.04
C 5.619558 4.924957 2.049549 0.0817 -0.5384 0.2035 -0.05
H 5.837715 7.348188 1.793352 -0.0636 -0.1445 -0.0621 0.07
H 4.479798 8.019319 2.655488 0.0019 -0.0095 0.1059 0.07
H 5.919142 7.489637 3.532026 -0.0258 -0.0314 0.0303 0.09
H 2.994963 4.709751 2.066437 0.1095 -0.0457 0.1012 0.12
H 3.322415 6.205942 1.213468 0.1652 0.0155 0.0062 0.12
H 2.334031 7.531673 3.026433 0.0370 -0.0091 0.0174 0.10
H 1.220976 6.257462 2.593227 -0.0003 0.0342 0.0031 0.11
H 1.484994 6.486650 5.075803 0.0992 0.0225 0.1166 0.13
H 1.862612 4.887141 4.476903 0.1436 -0.0465 0.0334 0.12
H 4.934300 7.571979 5.841063 0.0109 -0.0368 -0.0153 0.09
H 3.243372 7.849497 6.236827 -0.0412 -0.1365 0.0360 0.09
H 3.801367 8.152408 4.618130 0.0598 -0.0405 -0.0214 0.06
H 3.198929 4.278303 6.417986 0.1024 -0.0106 -0.0790 0.08
H 2.839908 5.830506 7.151993 -0.0096 0.1283 -0.0857 0.09
H 4.516949 5.314943 6.971726 0.0099 -0.0067 -0.0297 0.09
H 6.622355 4.933551 2.480241 -0.0257 -0.0036 0.0486 0.10
H 5.692158 5.284623 1.024052 -0.0714 0.1823 0.0307 0.07
H 5.276941 3.893439 1.997763 0.0109 0.0067 0.1652 0.07
C -6.820834 -1.954113 -0.238424 -0.2074 0.0293 0.0886 -0.03
C -6.188449 -3.006603 -1.182843 -0.0069 1.5536 0.8924 -0.48
C -6.476435 -2.639561 -2.641377 -0.2320 -0.2556 -0.3837 -0.14
C -7.923721 -2.894402 -3.062029 0.0371 -0.0521 0.0739 -0.17
C -8.338838 -4.327411 -2.730533 0.3921 0.2844 -0.3825 -0.13
C -8.084464 -4.701681 -1.270873 -1.6810 0.0785 0.8558 -0.49
N -6.692589 -4.368875 -0.850429 0.3324 -0.2337 -1.9939 -0.08
O -5.882115 -5.248681 -1.316238 0.5437 -0.5622 0.4814 -0.02
C -9.108907 -3.990562 -0.366040 0.0335 0.3300 0.0952 -0.03
C -8.356197 -6.186801 -1.069848 0.4804 -0.4473 0.0270 -0.04
C -4.683774 -2.918738 -0.938729 0.2925 -0.4941 -0.0938 -0.05
H -6.112204 -1.158071 -0.008830 0.0985 -0.0463 -0.1289 0.08
H -7.695819 -1.467130 -0.667188 -0.0473 -0.0877 0.0275 0.07
H -7.107479 -2.398450 0.714656 -0.0082 -0.0556 -0.0292 0.08
H -5.816676 -3.216716 -3.297874 0.0230 -0.0973 0.1085 0.12
H -6.226835 -1.587496 -2.802295 0.0617 0.0139 0.1355 0.12
H -8.596134 -2.179328 -2.580563 0.0125 -0.0193 0.0370 0.10
H -8.023010 -2.727080 -4.136469 -0.0076 0.0271 0.0106 0.11
H -9.396572 -4.465993 -2.961482 -0.0314 -0.0719 0.1443 0.13
H -7.789436 -5.010897 -3.385930 0.0819 -0.0442 0.1144 0.13
H -8.879824 -4.164735 0.686874 0.0509 -0.0406 -0.0185 0.08
H -10.107776 -4.383303 -0.555370 0.0560 -0.1189 -0.0771 0.09
H -9.172236 -2.917122 -0.531562 0.0615 -0.0104 0.0146 0.06
H -7.767858 -6.813396 -1.738682 0.0998 0.0830 0.0350 0.08
H -9.405366 -6.407894 -1.263883 -0.0532 0.1920 -0.0106 0.09
H -8.133814 -6.479480 -0.041996 0.0236 0.0250 -0.0034 0.08
H -4.436269 -3.188795 0.090190 -0.0260 -0.0245 -0.0017 0.09
H -4.347229 -1.895943 -1.111564 -0.1514 0.0718 0.0185 0.08
H -4.115566 -3.561550 -1.611220 -0.0917 -0.1165 0.0680 0.06
C -6.801798 -4.430848 5.658632 0.2265 -0.0341 0.0765 -0.03
C -7.583597 -5.288632 4.632794 0.1056 1.2602 1.2867 -0.48
C -8.160591 -6.528499 5.320159 0.0594 -0.5195 -0.1042 -0.13
C -7.112342 -7.590457 5.648893 0.0290 0.0773 -0.0768 -0.17
C -6.292446 -7.943963 4.408439 -0.5385 -0.0946 0.2073 -0.13
C -5.681336 -6.720991 3.725361 1.7808 0.0088 0.4437 -0.49
N -6.701317 -5.658860 3.486760 -1.1991 -1.5955 0.0104 -0.08
O -7.426474 -5.989671 2.479498 -0.0626 0.4698 -0.8017 -0.03
C -4.518430 -6.178777 4.578257 -0.0664 0.1362 0.2638 -0.03
C -5.035217 -7.146221 2.408407 -0.3504 0.0492 -0.3999 -0.04
C -8.735046 -4.405599 4.159994 -0.1576 -0.1190 -0.5449 -0.05
H -7.447576 -3.680178 6.112594 -0.1396 -0.0829 -0.0528 0.08
H -6.392746 -5.016352 6.481295 0.0708 -0.0241 -0.0659 0.07
H -5.984098 -3.889159 5.183109 0.0035 -0.0386 -0.0358 0.08
H -8.921219 -6.979654 4.675015 0.0487 0.0759 -0.1090 0.13
H -8.674890 -6.223997 6.234276 0.0091 0.1464 -0.0335 0.13
H -6.458608 -7.250092 6.456536 0.0123 0.0259 -0.0256 0.10
H -7.611055 -8.487153 6.021065 0.0096 0.0105 0.0244 0.11
H -5.498073 -8.641902 4.680559 0.1120 0.0798 -0.0832 0.13
H -6.938322 -8.474441 3.701693 -0.0010 0.1246 -0.0922 0.13
H -4.133415 -5.246158 4.162723 -0.0364 0.0097 -0.0230 0.09
H -3.698747 -6.897179 4.589511 -0.0579 -0.0777 -0.1154 0.09
H -4.780347 -6.005984 5.619250 -0.0436 0.0565 -0.0337 0.06
H -5.735484 -7.654118 1.747443 -0.0615 0.1199 -0.0014 0.08
H -4.216590 -7.837852 2.607150 0.0080 0.0313 0.1580 0.08
H -4.627939 -6.284533 1.875480 -0.0461 0.0200 -0.0110 0.08
H -8.363042 -3.514716 3.649384 0.0203 -0.0154 -0.0062 0.09
H -9.321773 -4.082963 5.019135 0.1124 -0.0267 0.1083 0.09
H -9.413447 -4.930494 3.489110 0.1258 -0.0157 -0.0805 0.08
```
Forces are in eV/Å.

- Electronic energy: -5621.75152 a.u.
- Kohn-Sham gap (spin up / spin down): 6.43 / 7.38 eV
- 2S+1: 6
- Total charge: +1